1.
Entry from the Open Molecules 2025 dataset: a structure of composition C20H33N5O4PReS4Sb at a distorted geometry (ωB97M-V/def2-TZVPD).

ORCA input file:
```
! wB97M-V def2-TZVPD RIJCOSX def2/J DEFGRID3
* xyz 3 1
Re -0.20020 0.33410 -0.36150
O 1.34140 -0.80430 3.15290
C 1.16220 -0.23460 2.10880
O 0.08950 0.20110 1.59580
C 2.35380 -0.01160 1.15820
C 3.63490 0.02380 1.70020
C 4.69370 0.15930 0.83560
C 4.46270 0.15350 -0.55050
C 5.52550 0.14810 -1.48230
C 5.29200 0.05760 -2.82640
C 3.97160 0.00990 -3.29980
C 2.91400 0.04390 -2.42260
C 3.10660 0.11430 -1.03400
N 2.07290 0.10720 -0.12840
H 3.74490 -0.04450 2.77010
H 5.69980 0.24690 1.22260
H 6.53670 0.20700 -1.10670
H 6.11260 0.01060 -3.52630
H 3.80380 -0.07590 -4.36160
H 1.90050 -0.03020 -2.80570
S -2.25170 3.58550 -3.28800
Sb -0.07460 3.01990 -2.90030
S -0.30140 0.33250 -2.58290
S -0.02870 2.59280 -0.33950
S 2.11890 3.28450 -3.48400
C 2.68190 -3.83300 -0.07680
N 1.40310 -4.15360 -0.67390
C 1.44800 -4.37300 -2.10430
P 0.03270 -3.45550 -0.00580
O 0.00750 -1.97030 -0.13960
N -1.30880 -4.09680 -0.75690
C -2.03540 -3.34530 -1.75470
C -1.72480 -5.46960 -0.58210
N 0.06480 -3.93560 1.59640
C -0.46980 -3.10880 2.64250
C 0.42360 -5.27660 1.97580
H 3.36600 -4.67450 -0.19830
H 2.55670 -3.62730 0.98450
H 3.13520 -2.95490 -0.54920
H 2.24920 -5.07720 -2.33300
H 1.63930 -3.44870 -2.66070
H 0.50880 -4.79590 -2.45150
H -1.64010 -2.33210 -1.80820
H -3.09850 -3.31220 -1.50640
H -1.93160 -3.81500 -2.73610
H -1.50190 -5.81900 0.42220
H -1.22650 -6.13490 -1.29310
H -2.80040 -5.54440 -0.74400
H -0.88050 -2.19170 2.22260
H 0.32140 -2.82320 3.34770
H -1.23730 -3.63720 3.21200
H 0.86430 -5.80590 1.13500
H -0.44640 -5.83560 2.33580
H 1.13770 -5.25380 2.80260
C -4.04250 -0.17420 1.99310
N -4.37460 0.01940 0.59460
C -5.77400 0.07210 0.22490
C -3.40470 0.18890 -0.28740
C -3.70760 0.49180 -1.71810
O -2.19510 0.09100 0.11100
H -4.94780 -0.18860 2.59210
H -3.40410 0.63840 2.34350
H -3.50680 -1.11250 2.15090
H -6.39280 -0.03720 1.11200
H -6.04070 -0.73300 -0.46370
H -6.02370 1.02350 -0.24520
H -4.64740 0.06680 -2.05780
H -2.90560 0.11170 -2.35420
H -3.75350 1.57510 -1.86300
*
```

Computed properties:
HOMO level (alpha / beta): -16.25 / -16.26 eV
orbital gap (alpha / beta): 2.89 / 2.89 eV
largest force on an atom: 4.71 eV/A
energy: -3608.3280 hartree

2.
Entry from the Open Molecules 2025 dataset: the ion C20H33N6O3 with charge +1 at a distorted geometry (ωB97M-V/def2-TZVPD).

ORCA input file:
```
! wB97M-V def2-TZVPD RIJCOSX def2/J DEFGRID3
* xyz 1 1
C -5.83721 -2.04033 1.18261
C -4.98924 -0.77914 1.12842
N -3.66664 -0.95054 0.48739
C -3.73191 -1.12499 -0.97767
C -2.35299 -1.59815 -1.50608
N -1.25157 -1.22748 -0.66469
C -0.54559 0.01642 -0.88068
C 0.88384 -0.10794 -0.37860
C 1.25231 0.35045 0.86940
C 2.56444 0.22764 1.33297
O 2.73832 0.76312 2.56432
C 3.93437 0.60128 3.30398
C 3.53560 -0.37787 0.51925
O 4.81650 -0.42689 0.98605
C 5.65400 -1.52627 0.67522
C 3.14910 -0.84342 -0.75761
O 4.12926 -1.38350 -1.52941
C 3.80470 -1.90188 -2.79812
C 1.83500 -0.71340 -1.18688
C -1.19046 1.22494 -0.27507
N -2.29276 1.22908 0.45380
N -2.53043 2.49213 0.80280
N -1.64054 3.24573 0.33584
N -0.77126 2.50273 -0.35066
C 0.37402 3.09077 -1.01497
C 1.23051 3.80717 0.02361
C -0.12713 4.04761 -2.09288
C -1.35804 -1.74912 0.68450
C -2.82245 -1.99435 1.09021
H -6.79000 -1.79497 1.64280
H -6.04381 -2.43736 0.19260
H -5.36767 -2.81407 1.78331
H -4.81161 -0.41439 2.14252
H -5.51689 0.00198 0.57707
H -3.11134 0.01871 0.61066
H -4.01399 -0.16529 -1.41553
H -4.49324 -1.86187 -1.23697
H -2.35226 -2.69106 -1.57645
H -2.19661 -1.20749 -2.51171
H -0.51301 0.16862 -1.96813
H 0.55251 0.82174 1.54295
H 3.74007 1.09827 4.25387
H 4.78261 1.07273 2.80770
H 4.15387 -0.45260 3.48407
H 6.11570 -1.41553 -0.30642
H 5.10741 -2.47048 0.71697
H 6.42710 -1.51927 1.44352
H 3.43405 -1.12120 -3.46911
H 4.73768 -2.29896 -3.19399
H 3.06976 -2.70930 -2.72780
H 1.54397 -1.06916 -2.16067
H 0.93886 2.26587 -1.46129
H 0.64543 4.57740 0.51971
H 1.60148 3.10599 0.76755
H 2.08077 4.27151 -0.46579
H 0.71903 4.49347 -2.60598
H -0.71849 4.83913 -1.63933
H -0.73981 3.52668 -2.82623
H -0.81116 -2.69810 0.75355
H -0.88723 -1.04971 1.37570
H -2.91601 -1.95064 2.17555
H -3.16089 -2.97444 0.74822
*
```

Computed properties:
HOMO level: -10.66 eV
orbital gap: 8.68 eV
largest force on an atom: 1.77 eV/A
energy: -1335.8634 hartree

- Among the records above, which one has the highest energy?
  C20H33N6O3